[1]
Below is an isolated ion of composition C5H11O and charge -1, with properties calculated with the ωB97M-V functional and the def2-TZVPD basis.

Each line ends with the Mulliken charge.
Positions of all 17 atoms, in Å:
C1 1.4231 -1.0743 -0.7956  -1.4959
C2 0.4891 0.1141 -0.3918  0.3884
C3 1.0309 1.0863 0.6975  -1.2450
C4 -0.7944 -0.5902 0.1528  -0.9079
C5 -1.9649 0.4500 0.2869  -0.2671
O1 -2.7147 0.3246 -0.7562  -0.8826
H1 2.3361 -0.6869 -1.1383  0.4513
H2 1.4958 -1.7040 0.0660  0.3415
H3 0.9447 -1.5222 -1.6838  0.3483
H4 0.3428 0.6474 -1.3135  0.2936
H5 1.3855 0.3981 1.5931  0.2222
H6 0.2166 1.6569 0.9613  0.3704
H7 1.7323 1.7077 0.2036  0.3852
H8 -1.2682 -1.2529 -0.6757  0.1866
H9 -0.6618 -1.1284 1.0341  0.6200
H10 -1.5633 1.4693 0.4250  0.1036
H11 -2.4296 0.1046 1.3347  0.0876

Its energy relative to the best compared isomer or geometry (same formula, charge and spin) is 110.6 kJ/mol. Its net charge is -1.

[2]
Below is C19H22N6ORuS4 as an isolated structure, with properties calculated with the ωB97M-V functional and the def2-TZVPD basis.

Each line ends with the Mulliken charge.
Positions of all 53 atoms, in Å:
Ru1 -2.2638 -0.7293 -0.6563  0.3950
C1 -0.2928 4.4186 0.1713  -0.8804
C2 -1.3114 3.9783 1.2128  -0.7801
N1 -1.0486 2.6394 1.7451  -0.1775
C3 -1.3367 1.4834 1.1561  0.4815
S1 -2.1861 1.5251 -0.3968  -0.2189
N2 -1.0078 0.3852 1.8003  -1.2201
N3 -1.3290 -0.7551 1.1171  0.8150
C4 -1.1947 -1.8917 1.7013  0.2167
C5 -0.5691 -2.0804 3.0401  -1.4851
C6 -1.7529 -3.0443 0.9438  0.9546
C7 -1.6235 -4.3503 1.3547  -0.5936
C8 -2.2359 -5.3578 0.6163  -0.4933
C9 -2.9494 -5.0303 -0.5193  -0.8017
C10 -3.0092 -3.7007 -0.8962  -0.1993
N4 -2.4329 -2.7350 -0.1753  0.0333
H1 -0.5065 5.4396 -0.1463  0.4284
H2 -0.3296 3.7748 -0.7083  0.2867
H3 0.7179 4.3865 0.5802  0.2450
H4 -2.3200 3.9956 0.8026  0.3614
H5 -1.2954 4.6555 2.0643  0.3902
H6 -0.5315 2.5603 2.6081  0.2764
H7 -0.3897 -1.1194 3.5056  0.3595
H8 0.3865 -2.6017 2.9313  0.3026
H9 -1.2104 -2.6791 3.6890  0.4360
H10 -1.0423 -4.5759 2.2378  0.4350
H11 -2.1449 -6.3909 0.9246  0.4470
H12 -3.4560 -5.7833 -1.1055  0.4261
H13 -3.5272 -3.3815 -1.7900  0.4608
C11 -3.2202 -0.9167 -3.7529  -0.6714
O1 -3.6505 -0.7460 -2.3794  -0.3518
H14 -2.6695 -0.0432 -4.0953  0.3402
H15 -4.0890 -1.0942 -4.3824  0.2838
H16 -2.5711 -1.7864 -3.7809  0.3186
H17 -4.3228 -0.0574 -2.3549  0.2824
S2 3.8816 -1.3721 1.6898  -0.2773
C12 2.8241 -1.0134 0.4990  0.1782
S3 1.4890 -2.0536 0.0987  -0.0448
C13 0.8893 -0.8910 -1.0334  0.2990
N5 1.6286 0.1475 -1.1481  -0.6947
N6 2.7136 0.0896 -0.3195  0.6492
C14 3.5901 1.2347 -0.3591  0.4103
C15 4.9493 1.1057 -0.1264  -0.5211
C16 5.7535 2.2364 -0.1845  -0.6640
C17 5.2115 3.4764 -0.4796  -0.4750
C18 3.8492 3.5873 -0.7281  -0.5808
C19 3.0346 2.4691 -0.6710  -0.2312
S4 -0.5329 -1.1364 -2.0306  -0.1678
H18 5.3821 0.1411 0.0824  0.3586
H19 6.8151 2.1375 0.0007  0.3761
H20 5.8460 4.3518 -0.5218  0.3925
H21 3.4164 4.5506 -0.9643  0.3727
H22 1.9746 2.5471 -0.8672  0.5170

Its energy relative to the best compared isomer or geometry (same formula, charge and spin) is 0.0 kJ/mol. The spin multiplicity is 2. Its net charge is +1.

[3]
Below is an isolated ion of composition C4H9BNO2 and charge +1, with properties calculated with the ωB97M-V functional and the def2-TZVPD basis.

Each line ends with the Mulliken charge.
Positions of all 17 atoms, in Å:
B1 2.0959 -0.0039 -0.0481  0.5699
C1 -0.6722 1.3135 0.2434  -0.6901
C2 0.3848 0.0484 0.0209  -0.0108
C3 -0.4600 -1.1524 -0.0080  -0.4452
C4 -1.8084 -0.6456 -0.4585  -0.5755
N1 -1.9388 0.6899 0.2123  -0.1433
O1 2.7964 -0.9964 0.4279  -0.4585
O2 2.5307 1.2383 -0.5475  -0.5389
H1 -0.3727 2.3219 0.1784  0.4845
H2 0.1386 -1.9517 -0.5357  0.3770
H3 -0.5335 -1.4008 1.0049  0.3029
H4 -1.8882 -0.4442 -1.5122  0.3504
H5 -2.5527 -1.2988 -0.0069  0.3533
H6 -2.2594 0.3860 1.2838  0.4312
H7 -2.7284 1.2784 -0.1421  0.3701
H8 3.8187 -0.8675 0.4389  0.3332
H9 3.4493 1.4848 -0.5515  0.2898

The spin multiplicity is 3. Its net charge is +1.

[4]
Below is C5H7PS as an isolated structure, with properties calculated with the ωB97M-V functional and the def2-TZVPD basis.

Each line ends with the Mulliken charge.
Positions of all 14 atoms, in Å:
C1 -0.0268 1.3091 1.3744  0.5937
C2 0.5754 1.7347 0.1672  -0.5631
C3 -0.2922 -0.1726 1.6896  -0.7361
C4 -0.0434 -1.0450 0.4134  -0.7309
C5 0.4446 0.0630 -2.3281  -0.8472
P1 0.9109 0.2139 -0.5943  0.1724
S1 -0.8218 2.3982 2.2846  -0.1413
H1 0.2598 -0.7151 2.5061  0.2562
H2 -1.3463 -0.2880 2.0387  0.3274
H3 0.3984 -2.0200 0.5749  0.4169
H4 -0.9582 -1.2952 -0.0669  0.3352
H5 -0.6671 -0.0445 -2.3182  0.2887
H6 0.7284 -0.9395 -2.6589  0.3172
H7 0.8383 0.8011 -3.0824  0.3111

Its energy relative to the best compared isomer or geometry (same formula, charge and spin) is 203.4 kJ/mol. The spin multiplicity is 3. Its net charge is 0.

[5]
Below is a 7-piece molecular cluster, C24H38Br4O15 overall, with properties calculated with the ωB97M-V functional and the def2-TZVPD basis.

Each line ends with the Mulliken charge.
Positions of all 81 atoms, in Å:
C1 2.0834 7.1556 -0.2143  -1.3519
C2 2.3782 6.7319 1.2589  0.3362
C3 1.1774 6.0907 2.1074  -0.4074
O1 1.6453 4.7697 2.2976  -0.2698
C4 2.9329 4.6320 1.9230  0.6129
O2 3.5344 3.5967 1.9825  -0.5338
O3 3.3217 5.7068 1.1565  -0.3327
H1 1.2089 7.8041 -0.2665  0.3809
H2 1.9613 6.4291 -1.0176  0.3433
H3 2.8945 7.7798 -0.5892  0.3443
H4 2.9069 7.4003 1.9385  0.3157
H5 0.2845 6.1176 1.4828  0.2980
H6 1.0481 6.6230 3.0498  0.2624
C5 4.0147 0.5798 6.2174  -1.3736
C6 3.1846 -0.1959 7.2311  0.4400
C7 3.8459 -1.5246 7.6383  -0.4575
O4 3.8533 -1.5076 9.1000  -0.3594
C8 3.6530 -0.2667 9.5293  0.6915
O5 3.7438 0.1662 10.6276  -0.5170
O6 3.3134 0.4785 8.4570  -0.3799
H7 4.9969 0.7488 6.6587  0.3612
H8 3.7002 1.6233 6.2020  0.3487
H9 4.0363 0.0793 5.2493  0.3692
H10 2.1535 -0.4074 6.9479  0.3025
H11 4.8608 -1.6799 7.2724  0.2474
H12 3.2931 -2.3787 7.2471  0.3267
C9 -3.8776 -0.0505 -4.9732  -1.2665
C10 -4.6787 0.3167 -3.6965  0.3923
C11 -4.4390 -0.6284 -2.4904  -0.4463
O7 -3.9276 0.2002 -1.4442  -0.2704
C12 -3.8323 1.4521 -1.9283  0.6354
O8 -3.2770 2.3771 -1.3563  -0.5582
O9 -4.3086 1.5440 -3.2217  -0.3595
H13 -2.8751 -0.0955 -4.5478  0.3333
H14 -3.9486 0.8384 -5.6001  0.3241
H15 -4.1676 -0.9111 -5.5759  0.3486
H16 -5.7604 0.2434 -3.8093  0.3053
H17 -3.7170 -1.3779 -2.8143  0.2591
H18 -5.3933 -1.0366 -2.1577  0.3073
C13 -0.6137 -6.1030 0.1237  -1.4688
C14 -0.9501 -6.4733 -1.2880  0.4651
C15 -2.2832 -7.1750 -1.4508  -0.5072
O10 -2.5570 -6.7876 -2.7466  -0.3120
C16 -1.9956 -5.6344 -3.0104  0.6544
O11 -2.2049 -4.9975 -4.0349  -0.5949
O12 -1.1832 -5.3190 -2.0058  -0.2526
H19 -1.3634 -5.5213 0.6601  0.3476
H20 0.3473 -5.5896 0.1542  0.3414
H21 -0.4792 -7.0621 0.6239  0.4120
H22 -0.1356 -7.0297 -1.7518  0.2764
H23 -2.9806 -6.9116 -0.6556  0.3098
H24 -2.1258 -8.2485 -1.3466  0.3302
C17 3.8208 -2.3583 -6.9229  -1.4635
C18 2.5471 -1.8020 -7.4496  0.5097
C19 1.4318 -1.8383 -6.4032  -0.4432
O13 1.2086 -0.4433 -6.1483  -0.2523
C20 1.8969 0.3234 -6.9292  0.6076
O14 1.6981 1.5579 -6.9348  -0.6002
O15 2.8072 -0.4042 -7.6669  -0.3573
H25 3.8772 -3.4216 -7.1560  0.3906
H26 4.1515 -1.9909 -5.9514  0.3443
H27 4.6054 -1.9629 -7.5680  0.3778
H28 2.2488 -2.3257 -8.3578  0.2794
H29 1.7271 -2.3254 -5.4740  0.3148
H30 0.6022 -2.3153 -6.9252  0.2871
Br1 -3.9744 5.6198 2.8180  -0.1413
C21 -5.0461 4.0382 3.2440  -0.5249
C22 -4.1361 2.9446 3.8065  -0.5976
Br2 -5.1776 1.3819 4.5062  -0.1705
H31 -5.4708 3.7680 2.2772  0.3294
H32 -5.8680 4.4130 3.8540  0.3757
H33 -3.4648 3.2393 4.6131  0.3814
H34 -3.4788 2.7015 2.9717  0.3503
Br3 0.6405 -0.7877 -1.1836  -0.1525
C23 0.3524 -0.1290 0.6782  -0.6639
C24 -0.2015 -1.2400 1.5079  -0.5630
Br4 -0.4600 -0.5903 3.3979  -0.1707
H35 -0.3195 0.7235 0.5781  0.3608
H36 1.2896 0.2771 1.0588  0.4351
H37 0.5205 -2.0535 1.5787  0.3673
H38 -1.1270 -1.5719 1.0373  0.3858

Its energy relative to the best compared isomer or geometry (same formula, charge and spin) is 224.4 kJ/mol. Its net charge is 0.

[6]
Below is C8H24AlClI2OP2S as an isolated structure, with properties calculated with the ωB97M-V functional and the def2-TZVPD basis.

Each line ends with the Mulliken charge.
Positions of all 40 atoms, in Å:
I1 0.0517 2.2296 -0.0542  -0.0259
I2 -0.0225 -1.9685 -0.0481  -0.0058
Al1 -0.0307 0.1440 -1.6286  1.0276
P1 -2.5462 0.0569 -1.1118  0.3810
C1 -3.4297 0.0955 0.4947  -1.0067
C2 -3.2964 1.4554 -2.0076  -1.2298
H1 -4.3665 1.2531 -2.1519  0.4686
H2 -4.3578 -1.1937 -2.1138  0.4440
H3 -2.8005 1.5667 -2.9809  0.3359
H4 -2.7844 -1.5731 -2.8917  0.3321
H5 -3.0707 0.9143 1.1295  0.2676
H6 -3.1529 2.3741 -1.4275  0.3739
C3 -3.2919 -1.3939 -1.9352  -1.1865
H7 -4.5108 0.2095 0.3166  0.4198
H8 -3.1729 -2.2783 -1.2987  0.3728
H9 -3.2498 -0.8497 1.0293  0.2976
P2 2.4830 0.0853 -1.1438  0.2074
C4 3.1787 0.1540 0.5420  -0.9510
C5 3.2945 -1.3799 -1.8688  -1.1686
H10 2.8404 1.5983 -2.9784  0.3415
H11 4.3817 1.2173 -2.1366  0.4620
H12 3.2074 2.3836 -1.4157  0.3583
C6 3.3199 1.4620 -1.9997  -1.1941
H13 2.8185 -1.5923 -2.8356  0.3415
H14 4.3624 -1.1673 -2.0195  0.4568
H15 4.2761 0.1512 0.4968  0.4537
H16 2.8344 -0.7152 1.1167  0.2848
H17 3.1650 -2.2455 -1.2081  0.3626
H18 2.8320 1.0652 1.0466  0.2327
Cl1 -0.0677 0.0947 -3.7556  -0.2159
C7 1.1203 0.6966 3.7526  -1.1453
S1 -0.2672 0.2715 2.7048  1.0356
C8 -0.5710 -1.4101 3.2782  -1.1363
O1 -1.4220 1.1107 3.1218  -0.3815
H19 1.8326 -0.1383 3.7699  0.4167
H20 0.7307 0.9052 4.7558  0.4554
H21 1.5837 1.5915 3.3150  0.3437
H22 0.3895 -1.9238 3.3699  0.4328
H23 -1.0937 -1.3376 4.2370  0.4632
H24 -1.1969 -1.9191 2.5345  0.2778

Its net charge is +2.

[7]
Below is C4H4CsO as an isolated structure, with properties calculated with the ωB97M-V functional and the def2-TZVPD basis.

Each line ends with the Mulliken charge.
Positions of all 10 atoms, in Å:
O1 0.0644 0.0177 -2.1423  -0.6401
C1 0.7252 0.1523 -1.0309  -0.0071
C2 0.7005 -0.6435 0.0864  -0.5984
C3 -0.0071 -0.2444 1.3086  0.1616
C4 0.0085 -0.8283 2.5033  -0.6880
H1 0.9579 1.2153 -0.7814  0.2654
H2 0.8289 -1.7233 -0.0716  0.2835
H3 0.5584 -0.3124 3.3117  0.1913
Cs1 -2.8544 1.8073 -4.1050  -0.0264
H4 -0.9824 0.5593 0.9212  0.0581

Its energy relative to the best compared isomer or geometry (same formula, charge and spin) is 210.3 kJ/mol. Its net charge is -1.

[8]
Below is an isolated ion of composition C4H11N2O and charge -1, with properties calculated with the ωB97M-V functional and the def2-TZVPD basis.

Each line ends with the Mulliken charge.
Positions of all 18 atoms, in Å:
N1 -2.4934 0.5699 1.5113  -0.7387
C1 -1.2293 -0.2354 1.1847  -0.6393
C2 -0.4098 0.3648 0.0776  0.8941
N2 -1.3722 0.9580 -1.0198  -0.9823
C3 0.6445 -0.4126 -0.6370  -0.9412
C4 2.2056 -0.4368 -0.1072  -0.2757
O1 3.0025 -1.0477 -0.9158  -0.8237
H1 -2.6592 1.0917 0.6497  0.3373
H2 -2.3526 1.4051 2.0968  0.2500
H3 -0.7066 -0.2726 2.1321  0.3524
H4 -1.6290 -1.1811 0.8409  0.3091
H5 -0.0584 1.3337 0.4874  0.0235
H6 -0.7592 1.0296 -1.8280  0.3504
H7 -1.7911 0.0862 -1.3827  0.2654
H8 0.8695 0.1516 -1.5466  0.2344
H9 0.4070 -1.4251 -0.9830  0.1992
H10 2.1622 -0.8287 0.9856  0.0988
H11 2.3715 0.7133 0.0340  0.0862

Its energy relative to the best compared isomer or geometry (same formula, charge and spin) is 175.0 kJ/mol. Its net charge is -1.

Computed electronic energy (eV) in order:
-7409.2520, -76965.6999, -10546.3659, -25417.4470, -336385.4785, -75453.2271, -6801.7811, -9352.6768
Computed largest force on an atom (eV Å⁻¹) in order:
4.25, 0.78, 5.44, 3.12, 4.78, 1.88, 5.27, 2.84